# 1
{
  "formula": "C51H51AlF12NO2",
  "method": "ωB97M-V with the def2-TZVPD basis set",
  "lumo_energy_ev": 2.162,
  "homo_energy_ev": -5.2,
  "charge": -1,
  "species": ["C", "C", "O", "C", "Al", "C", "C", "O", "N", "C", "C", "C", "F", "F", "C", "F", "F", "F", "H", "H", "H", "H", "H", "H", "H", "H", "H", "H", "H", "H", "H", "H", "H", "H", "F", "C", "C", "C", "C", "C", "C", "H", "H", "H", "H", "H", "F", "C", "C", "C", "C", "C", "C", "H", "H", "H", "H", "H", "F", "C", "C", "C", "C", "C", "C", "H", "H", "H", "H", "H", "F", "C", "C", "C", "C", "C", "C", "H", "H", "H", "H", "H", "F", "C", "C", "C", "C", "C", "C", "H", "H", "H", "H", "H", "F", "C", "C", "C", "C", "C", "C", "H", "H", "H", "H", "H", "F", "C", "C", "C", "C", "C", "C", "H", "H", "H", "H", "H"],
  "coordinates": [[-1.68238, 3.88181, -0.30755], [-1.64103, 2.28548, -0.20407], [-1.22482, 1.61263, -1.40018], [0.12929, 1.96973, -1.79609], [1.57631, 1.49151, -0.43336], [1.77364, -0.53577, -0.23665], [0.66510, -1.20816, 0.70815], [0.38804, -2.40242, 0.48600], [0.11738, -0.38178, 1.76540], [-1.17871, -0.87627, 2.28468], [1.10773, -0.06492, 2.82926], [3.44234, 2.21638, -1.02987], [3.28310, 3.40327, -1.81964], [4.11875, 1.19413, -1.76713], [4.36038, 2.64063, 0.22702], [4.11368, 3.99175, 0.50432], [5.71067, 2.38856, -0.03755], [4.01729, 1.93060, 1.37645], [-1.07973, 4.29106, 0.55713], [-1.30476, 4.30354, -1.28414], [-2.77330, 4.23395, -0.19914], [-2.71802, 1.94902, -0.00782], [-1.05048, 1.99468, 0.71895], [0.34953, 1.37663, -2.75400], [0.26395, 3.06841, -2.07073], [1.15280, 2.18211, 0.95092], [1.60186, -0.99259, -1.27085], [2.82880, -0.84789, 0.06032], [-1.31531, -1.99846, 2.25178], [-1.33892, -0.56985, 3.37518], [-2.02921, -0.38680, 1.70804], [2.11410, -0.55661, 2.66486], [1.29614, 1.06523, 2.80236], [0.73208, -0.27867, 3.88199], [-4.81528, -2.02818, -0.35736], [-4.84093, -1.23041, -1.43939], [-3.88648, -0.23564, -1.57386], [-3.91070, 0.58562, -2.69511], [-4.89589, 0.40859, -3.66387], [-5.85223, -0.59102, -3.51527], [-5.82203, -1.41966, -2.39908], [-3.13234, -0.10778, -0.80676], [-3.16324, 1.36176, -2.81322], [-4.91652, 1.05254, -4.53659], [-6.62109, -0.72482, -4.26874], [-6.55305, -2.20937, -2.27007], [5.40787, -3.00043, -4.04061], [6.36534, -2.39434, -3.32036], [6.05295, -1.25704, -2.59360], [7.04311, -0.63294, -1.84412], [8.33686, -1.14746, -1.83824], [8.63990, -2.28790, -2.57621], [7.64768, -2.91893, -3.31780], [5.04269, -0.86638, -2.61588], [6.80675, 0.25325, -1.26586], [9.11020, -0.65714, -1.25603], [9.64903, -2.68539, -2.57367], [7.86305, -3.81266, -3.89128], [-4.87390, 4.25613, 0.70699], [-4.66069, 3.94091, 1.99351], [-3.98002, 4.83174, 2.80720], [-3.76108, 4.50772, 4.14189], [-4.21650, 3.29196, 4.64391], [-4.89452, 2.40347, 3.81594], [-5.12316, 2.73118, 2.48461], [-3.62585, 5.76963, 2.39615], [-3.23615, 5.20080, 4.78936], [-4.04151, 3.03770, 5.68376], [-5.24487, 1.45505, 4.20731], [-5.65687, 2.05479, 1.82765], [-3.20709, 7.97929, 5.05263], [-3.45036, 8.93189, 4.13862], [-4.33977, 9.95123, 4.43732], [-4.58761, 10.93991, 3.49180], [-3.95190, 10.89290, 2.25461], [-3.06459, 9.86215, 1.96363], [-2.80741, 8.87879, 2.91180], [-4.83160, 9.96717, 5.40251], [-5.27605, 11.74601, 3.71853], [-4.14950, 11.66246, 1.51630], [-2.57309, 9.82421, 0.99821], [-2.11240, 8.07373, 2.70443], [-9.76807, -2.22924, -5.77327], [-8.96372, -3.30094, -5.86699], [-8.06940, -3.57124, -4.84459], [-7.24043, -4.68299, -4.93906], [-7.30785, -5.50565, -6.05987], [-8.20683, -5.22111, -7.08278], [-9.04411, -4.11549, -6.98420], [-8.02520, -2.91520, -3.98368], [-6.54222, -4.90776, -4.14091], [-6.65753, -6.37036, -6.13478], [-8.25548, -5.86032, -7.95710], [-9.75624, -3.88355, -7.76696], [8.98311, -5.89320, 4.14489], [8.96048, -5.09888, 3.06059], [9.91235, -4.10131, 2.92930], [9.89173, -3.28294, 1.80516], [8.91377, -3.46488, 0.83142], [7.96023, -4.46725, 0.97732], [7.98614, -5.29327, 2.09556], [10.66076, -3.96957, 3.70167], [10.63647, -2.50372, 1.68832], [8.89560, -2.82345, -0.04290], [7.19641, -4.60494, 0.21989], [7.25671, -6.08442, 2.22168], [1.55890, -8.06909, 3.05558], [2.14805, -7.11448, 2.31091], [3.46588, -7.27789, 1.91682], [4.07291, -6.29421, 1.14341], [3.35863, -5.15491, 0.78269], [2.03642, -4.99959, 1.18877], [1.42550, -5.98794, 1.95296], [4.00818, -8.16777, 2.21428], [5.10192, -6.41512, 0.82255], [3.83444, -4.38621, 0.18302], [1.48249, -4.10865, 0.90978], [0.39453, -5.88844, 2.27082]],
  "lowdin_charge": [-0.075, -0.295, -0.283, -0.256, 0.443, -0.142, -0.429, -0.009, -0.186, -0.091, -0.098, -0.302, -0.033, -0.038, -0.426, 0.079, 0.071, 0.064, 0.074, 0.069, 0.057, 0.102, 0.074, 0.078, 0.054, -0.025, 0.071, 0.063, 0.085, 0.086, 0.080, 0.097, 0.059, 0.085, 0.055, -0.283, -0.002, -0.060, -0.094, -0.096, -0.034, 0.099, 0.102, 0.098, 0.092, 0.098, 0.062, -0.284, 0.001, -0.058, -0.121, -0.112, -0.025, 0.108, 0.099, 0.102, 0.104, 0.112, 0.051, -0.295, -0.013, -0.078, -0.099, -0.085, -0.017, 0.107, 0.096, 0.098, 0.103, 0.117, 0.058, -0.288, -0.021, -0.088, -0.101, -0.080, -0.020, 0.115, 0.102, 0.099, 0.107, 0.117, 0.060, -0.288, -0.018, -0.073, -0.098, -0.088, -0.023, 0.099, 0.108, 0.100, 0.102, 0.114, 0.055, -0.290, -0.025, -0.080, -0.081, -0.068, -0.016, 0.113, 0.103, 0.065, 0.103, 0.106, 0.046, -0.295, -0.032, -0.095, -0.083, -0.057, -0.009, 0.110, 0.087, 0.102, 0.075, 0.117]
}



# 2
{
  "formula": "C51H51N3O2Y",
  "method": "ωB97M-V with the def2-TZVPD basis set",
  "lumo_energy_ev": -3.006,
  "homo_energy_ev": -10.7,
  "charge": 1,
  "de_lowest_kcal_mol": 6.9,
  "species": ["Y", "O", "C", "C", "C", "C", "C", "C", "C", "C", "C", "O", "C", "C", "C", "C", "C", "C", "C", "C", "C", "C", "C", "C", "N", "C", "C", "C", "C", "C", "C", "C", "C", "C", "C", "C", "C", "H", "H", "H", "H", "H", "H", "H", "H", "H", "H", "H", "H", "H", "H", "H", "H", "H", "H", "H", "H", "H", "H", "H", "H", "H", "H", "H", "C", "C", "C", "C", "C", "C", "C", "N", "C", "C", "C", "C", "C", "C", "C", "N", "C", "C", "C", "C", "H", "H", "H", "H", "H", "H", "H", "H", "H", "H", "H", "H", "H", "H", "H", "H", "H", "H", "H", "H", "H", "H", "H", "H"],
  "coordinates": [[0.24022, 0.48333, -0.50157], [2.07110, 0.57026, -1.28272], [2.72701, 1.64045, -1.92474], [2.57823, 2.89364, -0.99844], [1.19469, 3.54620, -0.91066], [0.97341, 4.84539, -1.32635], [-0.31188, 5.36480, -1.28209], [-1.36784, 4.58737, -0.83604], [-1.10218, 3.29928, -0.41713], [-2.21156, 2.34471, 0.00828], [-2.63742, 1.34836, -1.13149], [-1.53719, 0.51706, -1.41545], [-3.78927, 0.45528, -0.68977], [-4.32965, -0.40767, -1.64409], [-5.32718, -1.30250, -1.30473], [-5.80884, -1.35020, 0.00334], [-5.28265, -0.49811, 0.95777], [-4.27308, 0.40212, 0.60938], [-2.99594, 2.20383, -2.34603], [-4.18509, 2.93042, -2.37853], [-4.46037, 3.79465, -3.42906], [-3.54943, 3.94281, -4.47032], [-2.36987, 3.21395, -4.44945], [-2.09336, 2.34982, -3.39276], [0.15926, 2.82091, -0.43541], [4.21702, 1.32550, -2.07704], [4.73452, 0.16056, -1.52562], [6.08855, -0.14163, -1.64973], [6.94105, 0.71794, -2.32377], [6.42978, 1.88848, -2.87507], [5.08156, 2.18593, -2.75226], [2.07500, 1.85596, -3.29316], [1.52741, 0.76665, -3.96865], [0.93101, 0.91871, -5.21203], [0.87820, 2.17079, -5.81140], [1.43430, 3.26158, -5.15761], [2.02874, 3.10121, -3.91161], [2.87743, 2.54981, -0.00599], [3.29540, 3.66216, -1.28803], [1.80484, 5.43449, -1.68924], [-0.49587, 6.37814, -1.61944], [-2.38634, 4.95163, -0.83128], [-1.89306, 1.78845, 0.89728], [-3.08251, 2.92665, 0.31099], [-3.95735, -0.37084, -2.66216], [-5.73768, -1.96371, -2.05822], [-6.59698, -2.04445, 0.26734], [-5.65606, -0.52403, 1.97397], [-3.88523, 1.06091, 1.37647], [-4.91676, 2.81513, -1.58389], [-5.39191, 4.34687, -3.44599], [-3.76470, 4.61204, -5.29417], [-1.65481, 3.31040, -5.25723], [-1.16909, 1.78643, -3.39957], [4.07179, -0.51478, -1.00402], [6.47518, -1.05685, -1.21779], [7.99255, 0.47985, -2.42369], [7.08672, 2.56375, -3.40884], [4.71031, 3.09654, -3.21161], [1.58528, -0.21556, -3.51931], [0.50956, 0.05625, -5.71351], [0.41337, 2.29220, -6.78185], [1.40221, 4.24191, -5.61662], [2.45614, 3.97053, -3.42455], [1.50686, 0.03720, 6.79604], [0.25301, -0.60903, 6.18985], [-0.99878, 0.05435, 6.78219], [0.24119, -2.09378, 6.53730], [0.25955, -0.37524, 4.68039], [0.27603, 0.92806, 4.18485], [0.27437, 1.13254, 2.82771], [0.25838, 0.12800, 1.94365], [0.24992, -1.13561, 2.39488], [0.24866, -1.40877, 3.75183], [0.24153, -2.23583, 1.35523], [0.25223, -3.57544, 1.67322], [0.24902, -4.54688, 0.66730], [0.23173, -4.10183, -0.64710], [0.21713, -2.74344, -0.89466], [0.22508, -1.83380, 0.07629], [0.26330, -6.02930, 1.03656], [0.26072, -6.92941, -0.19706], [-0.98024, -6.34564, 1.87747], [1.52601, -6.32537, 1.85632], [1.52225, -0.13580, 7.87402], [1.52349, 1.11686, 6.63671], [2.42202, -0.38278, 6.37273], [-1.02787, -0.11509, 7.86050], [-1.91457, -0.35546, 6.35002], [-0.99961, 1.13364, 6.61907], [0.23692, -2.20590, 7.62256], [1.12457, -2.61765, 6.16196], [-0.64714, -2.60505, 6.15623], [0.28939, 1.78369, 4.84549], [0.28697, 2.13419, 2.41289], [0.23833, -2.43266, 4.09287], [0.26372, -3.88779, 2.70833], [0.22610, -4.78665, -1.48168], [0.19414, -2.37280, -1.91377], [-0.63167, -6.79170, -0.81243], [0.27243, -7.96981, 0.13196], [1.14060, -6.77634, -0.82675], [-1.90059, -6.12903, 1.33077], [-1.00327, -5.78361, 2.81407], [-0.98191, -7.40776, 2.13189], [2.43335, -6.09644, 1.29309], [1.54874, -7.38681, 2.11246], [1.55731, -5.76171, 2.79169]],
  "lowdin_charge": [1.495, -0.354, -0.448, -0.033, -0.225, -0.012, -0.007, 0.006, -0.238, -0.061, -0.454, -0.315, -0.161, -0.019, -0.068, -0.087, -0.079, -0.035, -0.172, -0.033, -0.073, -0.080, -0.061, -0.013, 0.058, -0.145, -0.022, -0.075, -0.086, -0.073, -0.031, -0.146, -0.031, -0.070, -0.095, -0.066, -0.037, 0.134, 0.117, 0.120, 0.121, 0.127, 0.096, 0.130, 0.127, 0.106, 0.103, 0.102, 0.101, 0.124, 0.105, 0.104, 0.089, 0.096, 0.103, 0.103, 0.104, 0.105, 0.109, 0.110, 0.109, 0.108, 0.109, 0.101, -0.034, -0.557, -0.035, -0.061, -0.126, 0.011, -0.097, 0.021, -0.164, 0.063, -0.169, 0.055, -0.124, 0.028, -0.076, 0.009, -0.557, -0.061, -0.036, -0.036, 0.094, 0.082, 0.096, 0.094, 0.096, 0.082, 0.094, 0.092, 0.092, 0.121, 0.114, 0.100, 0.110, 0.114, 0.126, 0.092, 0.093, 0.093, 0.097, 0.081, 0.094, 0.096, 0.094, 0.081]
}



no.,HOMO-LUMO gap (eV)
1,7.325
2,7.723